{
  "formula": "C50H82BrF6N4O18P2S2",
  "method": "the ωB97M-V functional and the def2-TZVPD basis",
  "orbital_gap_ev": 5.21,
  "e_tot_ev": -222578.9079,
  "charge": 1,
  "species": ["C", "C", "C", "C", "P", "C", "O", "C", "C", "C", "C", "C", "F", "C", "C", "C", "P", "S", "N", "Br", "C", "C", "N", "N", "N", "C", "C", "O", "C", "C", "C", "S", "O", "O", "C", "F", "F", "C", "F", "F", "F", "H", "H", "H", "H", "H", "H", "H", "H", "H", "H", "H", "H", "H", "H", "H", "H", "H", "H", "H", "H", "H", "H", "H", "H", "H", "H", "H", "H", "H", "H", "H", "H", "H", "H", "H", "H", "H", "H", "H", "H", "O", "C", "O", "C", "C", "C", "H", "H", "H", "H", "H", "H", "O", "C", "O", "C", "C", "C", "H", "H", "H", "H", "H", "H", "O", "C", "O", "C", "C", "C", "H", "H", "H", "H", "H", "H", "O", "C", "O", "C", "C", "C", "H", "H", "H", "H", "H", "H", "O", "C", "O", "C", "C", "C", "H", "H", "H", "H", "H", "H", "O", "C", "O", "C", "C", "C", "H", "H", "H", "H", "H", "H", "O", "C", "O", "C", "C", "C", "H", "H", "H", "H", "H", "H"],
  "xyz": [[-4.0373, -2.0853, -2.9865], [-3.1452, -1.6148, -2.3708], [-2.1933, -0.9703, -1.4949], [-2.8073, 0.3699, -1.0357], [-4.4561, 0.1475, -0.1582], [-4.4261, -1.5393, 0.5728], [-5.4903, 0.0304, -1.4264], [-1.7857, 1.3177, -0.2713], [-1.4346, 2.4792, -1.2256], [-0.5775, 3.6242, -0.6740], [0.0753, 4.3850, -1.8412], [-2.4401, 2.0275, 0.9477], [-3.2286, 3.0459, 0.4382], [-1.5162, 2.5730, 2.0678], [-1.9429, 3.9358, 2.5890], [-0.6030, 0.4112, 0.1486], [-0.9831, -0.5840, 1.7328], [0.4448, -0.5170, 3.0249], [0.1348, -0.3560, -0.9679], [1.4443, 0.9997, -1.6440], [1.2238, -1.2843, -0.2907], [1.1753, -2.6949, 0.3605], [1.8411, -3.7127, -0.5217], [2.0474, -2.4858, 1.5447], [-0.0252, -3.2770, 0.8615], [-0.7702, -0.8189, -2.1443], [-0.9811, 0.0902, -3.3508], [0.1746, 0.3002, -4.1116], [0.1441, 1.4706, -4.9204], [1.5598, 1.8861, -5.2844], [1.5954, 3.3986, -5.5424], [-0.1905, -2.3825, -2.9588], [1.2070, -2.2952, -3.1960], [-0.7447, -3.4665, -2.2313], [-0.8555, -2.6710, -4.7054], [-0.3835, -3.9327, -4.8982], [-2.1921, -2.7359, -4.8060], [-0.3459, -1.8330, -5.9358], [-0.5162, -2.6252, -7.0175], [0.9333, -1.4881, -5.8518], [-1.1290, -0.7458, -6.1000], [-4.7960, -2.4436, -3.6352], [-2.0591, -1.6697, -0.6729], [-3.1114, 0.9222, -1.9151], [-4.1511, -1.4803, 1.6167], [-5.4645, -1.8562, 0.5510], [-3.8666, -2.2951, 0.0286], [-6.3328, -0.3264, -1.1263], [-2.3397, 2.8763, -1.6652], [-0.8478, 2.1624, -2.0741], [0.2213, 3.2498, -0.0484], [-1.2073, 4.3303, -0.1523], [0.2087, 5.4258, -1.5768], [-0.5167, 4.2954, -2.7429], [1.0683, 3.9871, -2.0336], [-3.1536, 1.3965, 1.4594], [-1.5724, 1.9198, 2.9285], [-0.4681, 2.6108, 1.7938], [-1.6648, 4.7470, 1.9296], [-1.3847, 4.0777, 3.5095], [-2.9929, 3.9524, 2.8493], [0.1239, 1.0799, 0.5876], [-2.0867, 0.0375, 2.3123], [-1.5204, -1.8278, 1.3802], [2.0454, -1.3482, -0.9823], [1.6161, -0.6297, 0.4749], [2.0501, -4.5081, 0.0689], [2.7356, -3.3694, -0.8581], [3.0073, -2.3523, 1.2599], [1.9580, -3.2655, 2.1801], [0.0895, -4.2320, 1.1576], [-0.8553, -3.1382, 0.3200], [-1.6930, -0.4584, -3.9756], [-1.5266, 1.0045, -3.1790], [-0.3341, 2.3020, -4.4025], [-0.4009, 1.2785, -5.8418], [1.9150, 1.3474, -6.1509], [2.1844, 1.6967, -4.4209], [1.7300, 3.9483, -4.6215], [2.3481, 3.6700, -6.2694], [0.6382, 3.7132, -5.9526], [2.5498, -6.0527, 2.7493], [2.4583, -7.0452, 2.0833], [1.4586, -7.2137, 1.1837], [1.5362, -8.5327, 0.5941], [2.9856, -8.9610, 0.7823], [3.3505, -8.2690, 2.0942], [0.8360, -9.1904, 1.1088], [1.2438, -8.4636, -0.4516], [3.1105, -10.0416, 0.7979], [3.6107, -8.5628, -0.0190], [3.0966, -8.8709, 2.9682], [4.3961, -7.9774, 2.1379], [-2.2502, -9.6588, -5.9393], [-1.9964, -8.6130, -6.4628], [-2.2236, -8.3764, -7.7734], [-1.7257, -7.0792, -8.1434], [-1.6714, -6.2876, -6.8416], [-1.3667, -7.3850, -5.8227], [-0.7401, -7.2033, -8.5965], [-2.3965, -6.6436, -8.8792], [-0.9429, -5.4817, -6.8588], [-2.6506, -5.8529, -6.6340], [-0.2956, -7.5604, -5.7126], [-1.8099, -7.1935, -4.8493], [5.4955, -8.2654, -0.9158], [5.7233, -8.5618, -2.0549], [6.2530, -9.7524, -2.3990], [6.5159, -9.7974, -3.8131], [5.5944, -8.7467, -4.4213], [5.5159, -7.7131, -3.2970], [7.5711, -9.5689, -3.9728], [6.3159, -10.8025, -4.1739], [5.9599, -8.3537, -5.3674], [4.6072, -9.1771, -4.5939], [6.3230, -6.9813, -3.3516], [4.5579, -7.2025, -3.2544], [0.1369, 4.2140, 5.0064], [-0.1434, 5.2087, 5.6214], [-1.1630, 6.0158, 5.2585], [-1.2007, 7.1809, 6.1137], [-0.4714, 6.7715, 7.3822], [0.5524, 5.7739, 6.8426], [-0.6998, 8.0003, 5.5928], [-2.2384, 7.4547, 6.2838], [-0.0374, 7.6166, 7.9140], [-1.1609, 6.2602, 8.0563], [1.4714, 6.2667, 6.5199], [0.7879, 4.9814, 7.5467], [0.3287, 9.6444, 8.4769], [1.1500, 10.0299, 7.6905], [2.0662, 9.1919, 7.1477], [2.9842, 9.9378, 6.3212], [2.2388, 11.2129, 5.9469], [1.3637, 11.4388, 7.1767], [3.8836, 10.1378, 6.9059], [3.2527, 9.3293, 5.4611], [2.8975, 12.0454, 5.7158], [1.6084, 11.0309, 5.0749], [1.8783, 12.0159, 7.9431], [0.4187, 11.9082, 6.9384], [1.3177, 14.2661, 6.5803], [0.4149, 15.0236, 6.8030], [0.3418, 16.2469, 6.2405], [-0.7822, 16.9763, 6.7672], [-1.7350, 15.9111, 7.2960], [-0.7641, 14.8169, 7.7395], [-0.4209, 17.6396, 7.5550], [-1.2124, 17.5780, 5.9714], [-2.3889, 16.2760, 8.0846], [-2.3616, 15.5394, 6.4845], [-0.4191, 14.9616, 8.7640], [-1.1724, 13.8163, 7.6288], [-1.0789, -10.6724, 0.3136], [-1.4923, -10.3036, -0.7462], [-0.6778, -10.1137, -1.8098], [-1.4123, -9.5348, -2.9040], [-2.8683, -9.8960, -2.6442], [-2.9129, -9.9169, -1.1146], [-1.2458, -8.4534, -2.8917], [-1.0398, -9.9392, -3.8387], [-3.5682, -9.2009, -3.1019], [-3.0781, -10.8895, -3.0390], [-3.1180, -8.9294, -0.6982], [-3.6190, -10.6378, -0.7138]],
  "atomic_forces_ev_per_a": [[-1.0, -0.4, -0.9], [0.8, 0.3, 0.6], [0.5, -0.2, -0.1], [0.1, 0.0, 0.4], [-0.3, 0.8, 1.2], [0.0, 0.0, -0.7], [0.2, -0.4, -0.5], [-0.8, -0.7, -0.9], [1.3, 0.2, -0.1], [-0.3, 0.3, -0.9], [0.1, -0.3, 0.6], [0.4, 0.1, 1.1], [-0.1, 0.1, -0.2], [-0.3, 0.3, -0.4], [0.5, -0.2, 0.5], [-0.9, 0.5, 0.6], [0.5, 0.0, 1.4], [-0.4, 0.3, -0.2], [1.1, 0.6, -0.6], [-0.2, -0.2, 0.2], [0.3, -0.1, 0.0], [1.6, -2.2, 1.0], [-0.6, 1.0, -0.7], [-0.3, 0.4, -0.6], [-0.4, 0.9, 0.4], [-1.2, 0.6, 0.1], [0.1, 0.2, -1.3], [0.0, 0.1, 0.6], [0.5, 0.2, -0.4], [-0.2, 0.7, 0.4], [-0.5, -0.4, -0.4], [0.7, -0.8, 0.6], [0.5, 0.5, 0.1], [-0.6, -0.2, 0.4], [-0.3, -0.5, -1.0], [0.0, 0.6, 0.4], [0.6, 0.1, 0.1], [-0.1, -0.2, -0.2], [0.1, 0.6, 0.5], [-0.6, -0.2, -0.3], [0.4, -0.8, -0.2], [-0.2, -0.2, 0.0], [0.0, 0.1, 0.4], [-0.3, 0.0, -0.3], [0.2, 0.0, 0.2], [-0.2, -0.1, 0.1], [0.1, -0.2, 0.1], [-0.1, 0.1, -0.1], [-0.4, 0.1, 0.2], [0.0, -0.5, 0.0], [0.0, 0.0, 0.4], [0.0, -0.1, 0.5], [0.0, 0.3, -0.1], [-0.1, 0.2, -0.3], [0.1, -0.1, -0.3], [-0.2, -0.3, -0.2], [0.1, -0.4, 0.1], [0.2, 0.0, -0.1], [-0.3, 0.2, -0.2], [0.0, 0.2, 0.0], [-0.3, 0.2, -0.2], [0.6, -0.1, 0.0], [-0.4, 0.1, -0.6], [-0.1, 0.4, -0.1], [-0.2, -0.1, -0.7], [-0.4, 0.2, 0.4], [-0.1, -0.2, 0.1], [0.0, 0.0, 0.0], [0.2, -0.4, 0.1], [0.2, -0.1, 0.1], [0.1, -0.2, -0.1], [0.1, -0.6, -0.6], [-0.3, -0.3, 0.2], [0.2, 0.2, 0.5], [-0.2, 0.0, 0.3], [-0.3, 0.1, 0.0], [0.2, -0.3, 0.0], [0.4, -0.4, 0.0], [0.2, 0.2, 0.2], [0.3, 0.1, 0.0], [-0.1, 0.2, -0.2], [-0.1, 0.4, -0.1], [0.0, -0.3, 0.0], [0.1, 0.2, 0.0], [0.1, -0.3, -0.1], [0.0, 0.1, 0.0], [0.0, 0.0, -0.4], [0.0, 0.1, 0.0], [-0.1, 0.1, 0.0], [-0.1, 0.0, 0.0], [-0.2, -0.1, 0.2], [0.0, 0.0, 0.1], [0.0, 0.0, 0.2], [-0.1, 0.1, -0.1], [0.2, -0.1, 0.1], [0.0, 0.0, 0.0], [0.0, 0.2, 0.0], [0.1, -0.1, 0.1], [-0.3, 0.3, -0.3], [0.0, 0.0, 0.0], [-0.1, -0.1, 0.0], [0.1, 0.0, -0.1], [0.0, 0.0, 0.0], [0.0, 0.0, 0.1], [0.1, -0.1, 0.1], [0.1, 0.0, -0.2], [0.1, 0.2, 0.1], [0.0, -0.1, 0.0], [0.0, 0.0, -0.2], [0.0, 0.1, 0.1], [-0.1, -0.4, -0.2], [0.0, 0.0, 0.0], [0.0, -0.1, 0.1], [0.1, 0.0, 0.0], [0.0, 0.0, 0.0], [0.0, 0.1, 0.0], [0.1, 0.1, 0.1], [-0.1, 0.1, 0.1], [0.4, -0.1, 0.0], [-0.1, 0.0, 0.0], [0.0, 0.1, 0.1], [0.2, -0.1, 0.1], [-0.4, 0.1, 0.1], [0.0, 0.0, 0.0], [0.0, -0.1, -0.1], [-0.1, -0.1, -0.1], [0.0, 0.0, 0.0], [0.0, 0.0, 0.0], [0.2, -0.1, -0.1], [0.1, 0.1, -0.1], [-0.1, 0.2, 0.3], [0.0, 0.0, -0.1], [0.1, 0.1, -0.1], [0.0, 0.1, 0.1], [0.1, -0.5, -0.3], [0.0, 0.0, 0.0], [0.0, -0.1, 0.1], [0.0, 0.0, 0.1], [0.0, 0.0, 0.0], [-0.1, 0.1, 0.0], [-0.1, 0.1, 0.2], [-0.1, 0.2, -0.1], [0.2, -0.1, 0.2], [0.0, 0.0, -0.1], [-0.1, 0.0, 0.1], [0.0, -0.1, 0.1], [-0.2, 0.2, -0.3], [0.0, 0.0, 0.0], [0.1, 0.0, -0.1], [0.0, 0.0, 0.0], [0.0, 0.0, 0.0], [0.0, -0.1, 0.0], [0.1, -0.1, 0.1], [0.0, -0.1, 0.0], [-0.1, 0.3, 0.2], [0.0, 0.0, -0.1], [-0.1, 0.0, -0.2], [0.0, 0.0, 0.2], [0.0, -0.2, -0.5], [0.0, 0.0, 0.1], [0.1, -0.1, 0.1], [0.0, 0.0, 0.0], [0.0, 0.0, 0.0], [0.0, 0.0, 0.1], [0.0, 0.1, 0.2]]
}